[1]
Here is a single C23H25N9O3 molecule at a distorted geometry from OMol25. Energies are from ωB97M-V/def2-TZVPD.

E_HOMO	-8.3	eV
SMILES	CC(C)Oc1ccc(/C=N/NC(=O)c2nnn(-c3nonc3N)c2CN(C)c2ccccc2)cc1
energy relative to the best compared isomer or geometry (same formula, charge and spin)	4.4	kcal/mol
orbital gap	8.198	eV

```
60
Properties=species:S:1:pos:R:3:nbo_charge:R:1
C 0.0595 8.7279 -3.5708 -0.643
H 0.6222 7.8044 -3.4437 0.213
H 0.7291 9.4990 -3.9415 0.217
H -0.3279 9.0337 -2.6021 0.218
C -1.0861 8.5176 -4.5597 0.111
C -0.5489 8.1252 -5.9370 -0.643
H -1.3671 7.8370 -6.5926 0.218
H -0.0383 8.9787 -6.3761 0.217
H 0.1613 7.3053 -5.8611 0.207
H -1.6579 9.4480 -4.6606 0.188
O -2.0655 7.6196 -4.0382 -0.537
C -1.6619 6.3879 -3.5851 0.383
C -1.2321 5.3757 -4.4403 -0.300
C -0.8647 4.1488 -3.9282 -0.166
C -0.9378 3.8900 -2.5587 -0.124
C -1.4181 4.8914 -1.7105 -0.153
C -1.7685 6.1227 -2.2184 -0.275
H -2.1304 6.9053 -1.5691 0.225
H -1.4897 4.6823 -0.6550 0.236
C -0.4966 2.6128 -2.0519 0.058
N -0.6245 2.2736 -0.8319 -0.205
N -0.1310 1.0858 -0.4574 -0.442
C -0.2132 0.5855 0.8105 0.646
O -0.7986 1.0960 1.7391 -0.581
C 0.5345 -0.6859 0.9074 -0.059
C 0.6458 -1.5668 1.9778 0.201
N 1.5304 -2.4985 1.5233 -0.192
C 2.0706 -3.5941 2.1552 0.228
N 2.1390 -3.7843 3.4419 -0.084
O 2.7450 -4.9579 3.6215 -0.122
N 3.0887 -5.5344 2.4457 -0.161
C 2.6929 -4.7224 1.4962 0.305
N 2.7847 -4.9178 0.1718 -0.805
H 3.3767 -5.6628 -0.1503 0.405
H 2.6529 -4.1027 -0.4092 0.428
N 1.9191 -2.1998 0.2695 -0.071
N 1.3369 -1.1317 -0.0932 -0.218
C -0.2170 -1.7531 3.1772 -0.272
N -1.3788 -2.5385 2.7754 -0.450
C -1.0777 -3.8489 2.3466 0.222
C -1.2195 -4.2658 1.0249 -0.298
C -0.8724 -5.5540 0.6561 -0.190
C -0.3915 -6.4477 1.5957 -0.232
C -0.2792 -6.0513 2.9197 -0.206
C -0.6179 -4.7661 3.2925 -0.245
H -0.5237 -4.4565 4.3220 0.222
H 0.0824 -6.7458 3.6630 0.221
H -0.1093 -7.4470 1.3021 0.216
H -0.9700 -5.8541 -0.3770 0.213
H -1.5838 -3.5810 0.2735 0.218
C -2.3661 -1.8071 2.0161 -0.411
H -2.0188 -1.4624 1.0322 0.167
H -2.6561 -0.9273 2.5891 0.221
H -3.2377 -2.4448 1.8768 0.212
H 0.3301 -2.2784 3.9612 0.241
H -0.5582 -0.7807 3.5350 0.255
H 0.3920 0.5226 -1.1364 0.390
H -0.0156 1.9386 -2.7760 0.152
H -0.5230 3.3734 -4.5997 0.209
H -1.1988 5.5434 -5.5046 0.223
```



[2]
Here is a molecular structure, C58H45BrKN9O4PS3 from OMol25. Energies are from ωB97M-V/def2-TZVPD.

E_HOMO	-4.8	eV
energy relative to the best compared isomer or geometry (same formula, charge and spin)	0.0	kcal/mol
orbital gap	6.935	eV
total charge	-1

```
122
Properties=species:S:1:pos:R:3:mulliken_charge:R:1
K 0.3154 0.3393 -0.7536 1.573
Br 1.0824 -3.1421 -3.2461 -0.070
C 2.5478 -1.9332 -3.1640 0.051
C 3.5700 -2.0753 -4.0900 -0.739
C 4.6350 -1.1971 -3.9887 -0.726
C 4.6287 -0.2426 -2.9865 -0.785
C 3.5358 -0.1704 -2.1322 1.440
N 2.5027 -1.0167 -2.2244 0.212
C 3.4688 0.9703 -1.1087 -0.631
O 4.5449 1.2329 -0.5223 -0.944
O 2.3722 1.5459 -1.0133 -0.552
H 3.5184 -2.8401 -4.8502 0.500
H 5.4614 -1.2634 -4.6862 0.458
H 5.4394 0.4593 -2.8518 0.561
N 0.4907 -1.7610 1.8721 1.368
C -0.4893 -2.1451 2.7564 -0.147
C -0.4688 -3.4509 3.2754 -0.541
C -1.4071 -3.8655 4.1945 -0.680
C -2.4018 -2.9953 4.6374 -0.915
C -2.4437 -1.7171 4.1135 0.219
C -1.5255 -1.2801 3.1573 0.184
P -1.6090 0.3982 2.4380 2.265
C -3.3245 0.5857 1.8268 0.206
C -3.6349 1.8113 1.2389 -0.700
C -4.8943 2.0560 0.7162 -0.725
C -5.8632 1.0629 0.7558 -0.711
C -5.5545 -0.1706 1.3076 -0.555
C -4.2943 -0.4103 1.8377 -0.650
C -1.6729 1.3949 3.9889 -0.224
C -2.7902 2.0807 4.4631 -0.291
C -2.7017 2.8805 5.5970 -0.721
C -1.4984 3.0040 6.2768 -0.552
C -0.3802 2.3174 5.8203 -0.601
C -0.4675 1.5257 4.6858 -0.517
H 1.3777 -2.2348 1.9746 -0.173
H 0.6516 -0.7665 1.7844 -1.114
H 0.3163 -4.1240 2.9494 0.465
H -1.3590 -4.8760 4.5827 0.374
H -3.1290 -3.3130 5.3731 0.404
H -3.2107 -1.0278 4.4497 0.427
H -2.8699 2.5743 1.1670 0.256
H -5.1090 3.0125 0.2549 0.438
H -6.8428 1.2399 0.3299 0.346
H -6.2895 -0.9657 1.3019 0.383
H -4.0583 -1.3919 2.2245 0.401
H -3.7332 1.9957 3.9374 0.377
H -3.5809 3.4051 5.9523 0.421
H -1.4316 3.6298 7.1580 0.380
H 0.5643 2.4064 6.3427 0.439
H 0.4121 1.0007 4.3266 0.424
O -3.8034 -0.9288 -1.4115 -0.749
S -2.4043 -1.2680 -1.2609 0.026
O -1.7518 -0.8850 -0.0150 0.278
N -1.4564 -0.7520 -2.3873 0.825
C -1.7784 -0.5462 -3.6952 -0.322
C -2.8696 -1.0476 -4.3868 -0.638
C -3.0493 -0.7901 -5.7573 -0.938
C -2.1633 -0.0363 -6.4749 -0.903
C -1.0389 0.5129 -5.8142 0.881
C -0.0802 1.3171 -6.4702 -0.831
C 0.9742 1.8302 -5.7715 -1.198
C 1.0705 1.5437 -4.3939 -0.533
N 0.2048 0.8017 -3.7530 0.982
C -0.8427 0.2721 -4.4333 -0.189
C -2.3319 -3.0511 -1.2449 0.181
C -1.2407 -3.6776 -0.6564 -0.326
C -1.1675 -5.0616 -0.6607 -0.949
C -2.1799 -5.8135 -1.2451 -0.633
C -3.2738 -5.1808 -1.8180 -0.774
C -3.3538 -3.7942 -1.8154 -0.344
H -3.6028 -1.6367 -3.8549 0.366
H -3.9187 -1.2092 -6.2513 0.363
H -2.3069 0.1536 -7.5320 0.375
H -0.1995 1.5170 -7.5298 0.390
H 1.7240 2.4481 -6.2489 0.459
H 1.8913 1.9411 -3.8011 0.556
H -0.4731 -3.0784 -0.1814 0.664
H -0.3190 -5.5543 -0.2024 0.493
H -2.1200 -6.8951 -1.2444 0.377
H -4.0705 -5.7659 -2.2606 0.410
H -4.2094 -3.2797 -2.2327 0.450
N 5.0383 -1.0278 1.3260 -0.230
C 5.1813 -2.2817 0.6876 -0.165
C 5.7025 -2.3460 -0.5975 -0.239
C 5.8330 -3.5718 -1.2328 -0.557
C 5.4101 -4.7358 -0.6077 -0.666
C 4.8571 -4.6692 0.6637 -0.631
C 4.7714 -3.4506 1.3209 0.618
S 4.1403 -3.3203 2.9628 -0.216
N 3.4615 -1.7609 2.9513 -0.627
C 3.9877 -0.8621 2.2161 0.196
C 3.5069 0.5511 2.3469 -0.168
C 4.3754 1.4876 2.8937 -0.034
C 3.9253 2.7839 3.0599 -1.184
C 2.6402 3.1005 2.6578 -0.782
C 1.8591 2.1018 2.0991 -1.207
N 2.2737 0.8467 1.9454 1.340
H 5.0086 -0.2754 0.6193 0.154
H 5.9800 -1.4258 -1.0955 0.675
H 6.2469 -3.6118 -2.2325 0.400
H 5.4922 -5.6901 -1.1116 0.378
H 4.4923 -5.5628 1.1553 0.415
H 5.3763 1.1938 3.1801 0.540
H 4.5740 3.5364 3.4906 0.419
H 2.2457 4.1038 2.7514 0.535
H 0.8732 2.3281 1.7150 1.072
N -1.1186 4.4741 2.9066 -0.312
C -1.2223 4.6723 1.5567 0.239
N -0.6005 3.9763 0.6718 0.261
C -0.8539 4.4560 -0.6067 -1.292
C -0.3177 3.9418 -1.7860 0.273
C -0.6709 4.5271 -2.9887 -0.746
C -1.5438 5.6143 -3.0366 -0.570
C -2.0826 6.1397 -1.8741 -0.534
C -1.7269 5.5528 -0.6694 0.931
S -2.2238 5.9888 0.9456 -0.379
H -0.7639 3.5637 3.1717 -0.166
H -1.8987 4.7700 3.4712 0.423
H 0.3562 3.0922 -1.7647 0.625
H -0.2734 4.1193 -3.9098 0.394
H -1.8096 6.0492 -3.9914 0.388
H -2.7615 6.9821 -1.9059 0.373
```



[3]
Here is 2 unconnected molecules or ions with the total composition C7H10F3O3PS at a distorted geometry from OMol25. Energies are from ωB97M-V/def2-TZVPD.

E_HOMO (spin up / spin down)	-7.9 / -7.9	eV
energy relative to the best compared isomer or geometry (same formula, charge and spin)	15.5	kcal/mol
orbital gap (spin up / spin down)	7.363 / 7.364	eV

```
25
Properties=species:S:1:pos:R:3:nbo_charge:R:1
C -0.9815 -2.9968 0.8612 -0.143
C -0.3849 -2.1957 0.1752 -0.485
C 2.9714 -0.0040 -1.1785 -0.719
C 1.1694 1.7128 -0.6307 -0.706
C 1.7923 -0.1643 1.0453 -0.715
C 1.8392 0.3640 -0.3755 0.204
C -3.7049 0.1749 0.2101 0.738
O -1.8693 2.1823 -0.0999 -0.875
O -1.4223 0.3266 1.5508 -0.890
O -1.5135 -0.1290 -0.9009 -0.992
F -3.6624 -1.1407 0.5780 -0.313
F -4.2947 0.2065 -1.0157 -0.311
F -4.4868 0.8861 0.9957 -0.296
P -0.1969 -1.1981 -1.2833 0.842
S -1.9476 0.8048 0.2916 2.305
H -1.2091 -3.8270 1.5811 0.254
H 3.2789 -1.0135 -0.9908 0.225
H 2.8032 -0.0718 -2.2751 0.237
H 3.8407 0.6154 -0.8737 0.232
H 0.4591 1.6881 -1.4281 0.239
H 1.8651 2.5220 -0.7002 0.226
H 0.4943 1.9839 0.2762 0.226
H 2.6394 0.2980 1.6584 0.223
H 0.8684 0.2265 1.5399 0.248
H 1.6523 -1.2510 0.9890 0.244
```



[4]
Here is 5 unconnected molecules or ions with the total composition C23H45ClNO15P at a distorted geometry from OMol25. Energies are from ωB97M-V/def2-TZVPD.

E_HOMO	-9.1	eV
SMILES	N[C@]1([PH2]=O)OC(=O)O[C@]1(Cl)COCOCCO.CCOC(C)=O.CCOC(C)=O.CCOC(C)=O.CCOC(C)=O
orbital gap	9.384	eV

```
86
Properties=species:S:1:pos:R:3:mulliken_charge:R:1
N 0.8077 -0.4687 0.7095 -0.509
C 0.1794 -1.8360 0.6646 0.460
P 0.1797 -2.4212 2.4595 0.457
O -1.0887 -3.1786 2.9057 -0.562
O 1.0052 -2.4922 -0.3323 -0.360
C 0.6056 -1.7702 -1.5346 0.313
O 1.1808 -1.7296 -2.6373 -0.593
O -0.6410 -1.0380 -1.3261 -0.233
C -1.1817 -1.7750 -0.1739 0.777
Cl -1.5631 -3.4035 -1.0063 -0.169
C -2.5357 -1.2188 0.5125 -0.538
O -3.6262 -2.0844 0.1444 -0.319
C -4.0907 -2.8974 1.2510 -0.175
O -4.1723 -4.2576 0.7800 -0.323
C -3.6113 -5.2101 1.7101 -0.264
C -2.2264 -5.8783 1.2171 -0.031
O -1.9823 -7.0982 1.9866 -0.546
H 0.2241 0.1914 1.2562 0.245
H 1.7701 -0.5276 1.1008 0.285
H 0.3745 -1.3245 3.3866 0.081
H 1.3387 -3.2746 2.6523 0.067
H -2.7413 -0.1976 0.0052 0.211
H -2.4461 -1.0047 1.6288 0.344
H -5.1740 -2.5455 1.4737 0.128
H -3.5114 -2.7567 2.2238 0.292
H -3.5228 -4.8206 2.7925 0.225
H -4.3605 -6.0927 1.7784 0.271
H -1.3184 -5.1965 1.3672 -0.075
H -2.2390 -6.1337 0.0876 0.286
H -1.8232 -7.8064 1.3304 0.329
O 1.9951 3.4127 -7.5708 -0.597
C 1.6223 2.7935 -6.5985 0.747
O 2.1477 1.5877 -6.3192 -0.410
C 1.9049 0.8598 -5.1031 -0.118
C 0.6248 0.0568 -5.1941 -0.829
C 0.5049 3.3159 -5.7392 -0.926
H 1.9232 1.5274 -4.2369 0.185
H 2.7493 0.1760 -4.9818 0.421
H -0.2466 0.7014 -5.3304 0.245
H 0.4777 -0.5360 -4.2891 0.099
H 0.6573 -0.6163 -6.0550 0.333
H -0.4506 3.0563 -6.1979 0.295
H 0.5941 4.4028 -5.6812 0.301
H 0.5303 2.9531 -4.7138 0.312
O -4.7656 0.4506 3.0375 -0.552
C -5.9068 0.8004 2.8382 0.722
O -6.8053 0.7753 3.8391 -0.349
C -8.1256 1.3311 3.7570 -0.397
C -9.0934 0.3465 3.1337 -0.944
C -6.3640 1.1788 1.4568 -0.938
H -8.1138 2.2948 3.2407 0.351
H -8.4352 1.5371 4.7848 0.298
H -8.8130 0.1007 2.1074 0.273
H -10.1066 0.7545 3.1264 0.349
H -9.0955 -0.5918 3.6940 0.297
H -6.6064 0.2725 0.8992 0.235
H -5.5480 1.7034 0.9554 0.304
H -7.2156 1.8560 1.4434 0.361
O 3.0044 3.8699 -2.9197 -0.556
C 4.0907 4.1108 -3.3978 0.660
O 5.0051 4.7963 -2.6862 -0.376
C 6.3707 4.9791 -3.0856 -0.389
C 6.5107 6.1602 -4.0236 -0.932
C 4.4050 3.7335 -4.8180 -0.437
H 6.7834 4.0573 -3.5042 0.374
H 6.9331 5.1793 -2.1698 0.296
H 5.9510 6.0083 -4.9488 0.274
H 7.5596 6.3277 -4.2782 0.346
H 6.1123 7.0653 -3.5582 0.292
H 4.0058 4.4969 -5.4881 0.240
H 3.9251 2.7774 -5.0344 -0.127
H 5.4660 3.5925 -5.0135 0.315
O 2.4981 -0.2270 2.7140 -0.635
C 3.3975 -0.4760 3.4918 0.829
O 3.5489 -1.7220 3.9658 -0.341
C 4.6732 -2.1646 4.7434 -0.441
C 4.4791 -1.8466 6.2114 -0.986
C 4.2929 0.6152 4.0056 -1.208
H 5.6079 -1.7620 4.3447 0.358
H 4.7261 -3.2486 4.6147 0.343
H 4.4065 -0.7710 6.3847 0.277
H 5.3106 -2.2361 6.8027 0.374
H 3.5491 -2.2891 6.5772 0.306
H 3.7971 1.1245 4.8336 0.282
H 4.4673 1.3275 3.1964 0.350
H 5.2737 0.2682 4.3233 0.369
```